1.
{"formula": "C4H8N2O2", "method": "wB97M-V/def2-TZVPD", "symbols": ["C", "C", "O", "H", "H", "H", "H", "C", "N", "C", "N", "O", "H", "H", "H", "H"], "coordinates": [[-2.09708, 0.27834, -0.04322], [-0.94283, 0.88041, -0.76720], [-0.36251, 0.35768, -1.71951], [-0.77249, 1.95228, -0.56210], [-1.94060, 0.45397, 1.02190], [-2.18421, -0.78566, -0.24704], [-3.01529, 0.79201, -0.32698], [0.79016, -0.15680, 1.02217], [0.43317, -1.47179, 1.03814], [2.27140, 0.24760, -0.91067], [2.10403, 0.04688, 0.29951], [0.38413, 0.65697, 1.81842], [0.91602, -2.14587, 0.47223], [-0.13782, -1.80671, 1.79666], [3.27058, 0.37248, -1.31642], [1.28336, 0.32822, -1.57588]], "forces_ev_per_a": [[0.36, -0.29, 0.41], [-0.60, 0.16, -2.20], [-1.39, 0.38, 1.39], [0.37, -0.17, 0.30], [-0.13, -0.05, 0.05], [-0.02, 0.01, -0.06], [0.02, 0.12, -0.14], [3.33, -0.56, 0.31], [-0.30, 0.10, -0.38], [-2.84, 0.39, -2.56], [-1.39, -0.53, 2.78], [-0.51, 0.30, -0.64], [0.04, 0.10, -0.02], [-0.01, 0.15, -0.07], [0.12, -0.04, 0.07], [2.94, -0.06, 0.76]], "nbo_charge": [-0.73, 0.46, -0.56, 0.13, 0.26, 0.23, 0.24, 0.75, -0.84, -0.05, -0.47, -0.62, 0.40, 0.40, 0.17, 0.22], "charge": 0, "lumo_ha": 0.029, "homo_lumo_gap_ha": 0.36679, "smiles": "C=NC(N)=O.CC=O", "homo_ev": -9.1978}

***

2.
{"formula": "C4H6OS", "method": "wB97M-V/def2-TZVPD", "symbols": ["C", "C", "C", "C", "H", "H", "H", "H", "H", "H", "O", "S"], "coordinates": [[1.75636, 0.08281, 0.15490], [0.39011, 0.55694, 0.60623], [-0.72725, -0.49606, 0.49419], [-1.20911, -0.06277, -0.89064], [2.55924, 0.83945, 0.02435], [0.52678, 1.19153, 1.48185], [-0.28302, -1.48997, 0.48423], [-1.52207, -0.43992, 1.25176], [-0.78839, -0.62203, -1.72900], [-2.29503, -0.06871, -0.99150], [1.96156, -1.06165, -0.20763], [-0.36918, 1.57037, -0.67872]], "forces_ev_per_a": [[-0.16, -1.26, -1.11], [0.43, 0.41, 0.61], [0.57, -0.56, 0.23], [-0.28, 0.10, -0.13], [-0.27, 0.04, 0.31], [-0.21, -0.42, 0.41], [-0.20, -0.15, 0.19], [0.45, 0.21, -0.20], [0.11, 0.04, 0.23], [0.12, 0.41, -0.09], [-0.05, 0.99, 0.53], [-0.51, 0.17, -0.98]], "nbo_charge": [0.42, -0.44, -0.42, -0.49, 0.13, 0.23, 0.24, 0.22, 0.22, 0.22, -0.53, 0.19], "charge": 0, "lumo_ha": 0.026, "homo_lumo_gap_ha": 0.35366, "homo_ev": -8.9068}

***

3.
{"formula": "C8H8N2OS", "method": "wB97M-V/def2-TZVPD", "symbols": ["C", "C", "C", "C", "C", "C", "C", "C", "N", "N", "O", "S", "H", "H", "H", "H", "H", "H", "H", "H"], "coordinates": [[2.58775, -0.04647, 0.13342], [1.83019, 0.99849, 0.63920], [2.03897, -0.87955, -0.83061], [0.52183, 1.17524, 0.24178], [0.73743, -0.69921, -1.24475], [-0.07068, 0.30478, -0.68274], [-2.48259, 1.40420, 1.25073], [-1.43099, 0.40394, -1.10100], [-1.98634, -1.94078, 0.00465], [-1.08703, -2.43447, 0.42231], [-0.15104, -2.93840, 0.86875], [-2.75220, 1.10635, -0.35254], [3.60132, -0.19514, 0.47244], [2.26068, 1.68543, 1.35389], [2.63216, -1.67817, -1.25180], [-0.03248, 2.02565, 0.60825], [0.31445, -1.34181, -2.00418], [-3.26021, 1.91929, 1.77556], [-1.57014, 1.15629, 1.74856], [-1.70111, -0.02567, -2.05192]], "forces_ev_per_a": [[0.04, 0.04, -0.02], [0.15, 0.00, 0.06], [0.17, -0.01, 0.04], [-0.14, -0.03, -0.11], [-0.23, 0.16, 0.07], [0.67, -0.11, 0.24], [-0.24, -0.08, -0.95], [-1.42, 1.25, -0.15], [-1.19, 0.01, -0.32], [-1.15, 0.55, -0.37], [2.20, -1.21, 1.03], [1.26, -0.47, 0.40], [0.10, -0.02, 0.01], [0.06, 0.03, 0.04], [0.03, -0.05, -0.05], [-0.07, -0.01, 0.10], [-0.04, -0.11, -0.06], [-0.29, 0.11, 0.04], [0.25, -0.06, 0.10], [-0.15, 0.02, -0.12]], "nbo_charge": [-0.24, -0.20, -0.15, -0.21, -0.23, -0.11, -0.81, -0.53, -0.10, 0.44, -0.34, 0.73, 0.21, 0.21, 0.21, 0.22, 0.21, 0.23, 0.22, 0.24], "charge": 0, "lumo_ha": [-0.003, -0.010], "homo_lumo_gap_ha": [0.25872, 0.25632], "homo_ev": [-7.1238, -7.2514]}

***

4.
{"formula": "C27H72FNO11", "method": "wB97M-V/def2-TZVPD", "symbols": ["O", "C", "C", "C", "C", "C", "C", "F", "C", "N", "H", "H", "H", "H", "H", "H", "H", "H", "H", "H", "H", "H", "C", "C", "O", "H", "H", "H", "H", "H", "H", "C", "C", "O", "H", "H", "H", "H", "H", "H", "C", "C", "O", "H", "H", "H", "H", "H", "H", "C", "C", "O", "H", "H", "H", "H", "H", "H", "C", "C", "O", "H", "H", "H", "H", "H", "H", "C", "C", "O", "H", "H", "H", "H", "H", "H", "C", "C", "O", "H", "H", "H", "H", "H", "H", "C", "C", "O", "H", "H", "H", "H", "H", "H", "C", "C", "O", "H", "H", "H", "H", "H", "H", "C", "C", "O", "H", "H", "H", "H", "H", "H"], "coordinates": [[1.17931, -1.74677, 0.44004], [0.53217, -1.17872, -0.58188], [-0.08858, 0.33437, -0.72089], [-1.28471, 0.12437, -1.83518], [-2.82580, 0.54558, -1.46802], [-3.59400, -0.46039, -0.42603], [-3.93559, -1.94926, -1.02399], [-2.87499, -2.91605, -0.55180], [-0.96934, -1.29448, -2.59562], [0.25201, -1.89897, -1.88122], [-0.31417, 0.95315, 0.25673], [0.73361, 0.89451, -1.37327], [-1.00302, 0.95274, -2.64741], [-2.76925, 1.61333, -0.93741], [-3.46380, 0.73771, -2.45650], [-3.03282, -0.49646, 0.62617], [-4.64398, 0.05244, -0.18327], [-4.94048, -2.32438, -0.54093], [-3.96458, -2.01829, -2.19302], [-1.84287, -2.02133, -2.87914], [-0.55436, -0.94341, -3.65830], [0.09633, -2.88845, -1.54510], [-2.10272, -7.10148, 0.13059], [-1.10259, -6.35434, 0.98830], [-0.48917, -5.32209, 0.23027], [-1.61008, -7.53446, -0.74621], [-2.58142, -7.90392, 0.69909], [-2.87700, -6.42290, -0.24199], [-0.31872, -7.03141, 1.34032], [-1.58991, -5.90745, 1.86031], [-1.19269, -4.72164, -0.07062], [-0.73034, 5.53271, 0.08504], [-1.47144, 4.27125, 0.47702], [-0.71287, 3.12878, 0.10853], [-0.54339, 5.54971, -0.99371], [-1.30405, 6.42291, 0.35826], [0.24623, 5.57749, 0.57811], [-2.43697, 4.21966, -0.03473], [-1.65068, 4.24064, 1.55615], [0.13923, 3.17976, 0.57473], [-3.88815, 0.24348, 4.06626], [-4.07018, 1.09775, 2.82884], [-5.32338, 0.81455, 2.22406], [-3.93931, -0.81999, 3.81062], [-2.92446, 0.44651, 4.54202], [-4.68642, 0.43552, 4.79061], [-3.28325, 0.88686, 2.09874], [-4.03328, 2.16267, 3.07820], [-6.01584, 1.01306, 2.87759], [2.08922, 5.12543, -3.90495], [2.98097, 5.53300, -2.75048], [2.37718, 5.16675, -1.51851], [1.10825, 5.60464, -3.82126], [2.53841, 5.40487, -4.86223], [1.91690, 4.04419, -3.89855], [3.13261, 6.61642, -2.74768], [3.95936, 5.04771, -2.81999], [2.25449, 4.20193, -1.52753], [2.69429, -8.16753, -0.02092], [1.95319, -9.42898, 0.37105], [2.71176, -10.57145, 0.00256], [2.88124, -8.15053, -1.09967], [2.12058, -7.27732, 0.25229], [3.67086, -8.12275, 0.47214], [0.98766, -9.48057, -0.14070], [1.77395, -9.45960, 1.45018], [3.56386, -10.52047, 0.46876], [3.48174, 4.96272, 2.32351], [3.87074, 6.37058, 1.92258], [4.34129, 6.38080, 0.58284], [4.33747, 4.28590, 2.23085], [3.12093, 4.93679, 3.35569], [2.69682, 4.57537, 1.66574], [4.67034, 6.74551, 2.56823], [3.01697, 7.05078, 2.00009], [3.62108, 6.05413, 0.01663], [7.38174, 7.01140, 4.73930], [7.77074, 8.41927, 4.33837], [8.24129, 8.42949, 2.99863], [8.23747, 6.33459, 4.64664], [7.02093, 6.98547, 5.77148], [6.59682, 6.62405, 4.08153], [8.57034, 8.79420, 4.98402], [6.91697, 9.09947, 4.41588], [7.52108, 8.10282, 2.43242], [6.28922, -10.91282, -1.42397], [7.18097, -10.50524, -0.26950], [6.57718, -10.87149, 0.96247], [5.30825, -10.43361, -1.34027], [6.73841, -10.63337, -2.38125], [6.11690, -11.99405, -1.41756], [7.33261, -9.42183, -0.26670], [8.15936, -10.99054, -0.33901], [6.45449, -11.83631, 0.95345], [-2.84143, 3.95382, -5.02392], [-2.58243, 2.50970, -4.64766], [-3.80932, 1.79755, -4.58410], [-3.50327, 4.42926, -4.29257], [-1.90568, 4.51794, -5.07280], [-3.34260, 4.01728, -5.99531], [-2.10163, 2.44983, -3.66682], [-1.93187, 2.02362, -5.38121], [-4.22437, 1.84961, -5.46219], [-9.47925, 1.22365, 1.96817], [-8.89256, 0.72491, 0.66388], [-7.65482, 1.37285, 0.40967], [-9.63393, 2.30700, 1.93120], [-10.43632, 0.73703, 2.17663], [-8.79546, 1.02795, 2.80060], [-9.56889, 0.94208, -0.16810], [-8.72280, -0.35567, 0.69768], [-7.05857, 1.16688, 1.15000]], "forces_ev_per_a": [[-3.75, 3.46, -6.08], [1.54, -1.99, 2.75], [0.81, -0.94, -1.21], [0.02, 1.93, -1.20], [0.16, 0.18, 0.73], [-0.81, 0.64, -0.24], [0.25, 0.14, 1.17], [-1.75, 1.59, -0.99], [1.20, 1.22, -1.57], [-1.54, 0.21, 3.48], [0.35, -1.79, -2.13], [-1.49, -1.01, 1.77], [-0.74, -1.83, 1.69], [-0.01, -2.29, -1.08], [1.42, -0.76, 2.09], [-1.08, -0.38, -2.51], [2.19, -1.18, -0.54], [2.12, 0.57, -1.08], [0.10, 0.22, 2.37], [1.70, 1.29, 1.29], [-0.93, -0.93, 2.15], [0.37, 1.24, -0.89], [-0.11, -0.25, -0.05], [-0.25, 0.22, -0.27], [0.03, 0.26, -0.17], [0.00, 0.01, 0.17], [-0.03, 0.04, -0.09], [0.01, -0.04, 0.13], [0.03, 0.21, -0.08], [-0.03, -0.18, 0.12], [0.29, -0.22, 0.22], [-0.07, 0.21, -0.10], [0.25, 0.31, 0.10], [0.26, -0.22, 0.06], [-0.07, -0.01, 0.16], [0.10, -0.03, -0.01], [-0.10, 0.05, 0.02], [0.16, -0.20, 0.03], [-0.16, 0.13, 0.01], [-0.40, 0.00, -0.23], [0.13, -0.16, 0.09], [0.04, 0.04, 0.40], [-0.67, 0.02, -0.08], [0.09, 0.16, -0.03], [-0.11, -0.04, 0.01], [0.11, 0.09, 0.00], [-0.29, 0.09, 0.02], [0.19, 0.01, 0.00], [0.46, -0.12, -0.13], [-0.12, 0.06, -0.18], [0.01, -0.22, -0.34], [-0.09, -0.23, 0.54], [0.16, 0.03, -0.01], [-0.07, -0.08, 0.06], [0.12, 0.04, -0.06], [-0.05, -0.17, 0.20], [0.05, 0.14, -0.14], [0.04, 0.49, 0.04], [-0.05, 0.25, -0.07], [0.38, 0.14, 0.04], [0.26, -0.33, 0.06], [-0.13, -0.01, 0.12], [0.11, 0.01, -0.05], [-0.11, 0.03, 0.08], [0.16, -0.17, 0.03], [-0.16, 0.15, 0.03], [-0.37, -0.03, -0.22], [0.03, -0.18, 0.26], [-0.17, -0.23, -0.41], [0.02, 0.12, -0.14], [-0.08, 0.14, 0.06], [-0.02, -0.07, -0.07], [-0.03, 0.10, 0.07], [-0.04, 0.01, -0.19], [-0.02, 0.03, 0.24], [0.21, 0.02, 0.07], [0.02, -0.17, 0.22], [-0.20, -0.24, -0.21], [-0.07, 0.04, -0.34], [-0.08, 0.15, 0.06], [-0.02, -0.07, -0.08], [-0.02, 0.07, 0.11], [-0.03, 0.01, -0.25], [-0.02, 0.02, 0.23], [0.41, 0.18, 0.25], [-0.09, 0.10, -0.20], [-0.11, -0.29, -0.19], [-0.19, -0.26, 0.35], [0.15, 0.00, -0.04], [-0.08, -0.08, 0.04], [0.11, 0.06, -0.06], [-0.06, -0.16, 0.20], [0.08, 0.12, -0.14], [0.07, 0.52, 0.03], [0.06, 0.24, 0.06], [-0.16, 0.21, -0.29], [-0.28, -0.25, -0.19], [0.15, -0.10, -0.03], [-0.09, 0.01, -0.05], [0.14, 0.00, 0.01], [-0.21, -0.09, -0.09], [0.20, 0.08, 0.05], [0.19, -0.05, 0.50], [-0.26, 0.08, 0.07], [0.27, 0.11, 0.23], [0.13, -0.01, 0.06], [-0.02, -0.16, -0.07], [0.08, 0.05, 0.09], [-0.08, -0.12, -0.01], [0.22, 0.02, 0.04], [-0.22, -0.09, -0.01], [-0.04, 0.11, -0.62]], "mulliken_charge": [-0.64, 0.29, -0.10, 0.68, -0.18, 0.24, -0.47, -0.26, -0.55, -0.33, 0.13, 0.12, -0.16, -0.21, 0.22, 0.03, 0.00, 0.24, 0.27, 0.13, 0.25, 0.31, -1.05, -0.15, -0.42, 0.24, 0.34, 0.37, 0.20, 0.26, 0.21, -0.91, -0.34, -0.32, 0.20, 0.41, 0.17, 0.31, 0.25, 0.20, -1.19, 0.13, -0.46, 0.29, 0.36, 0.37, -0.08, 0.27, 0.26, -1.09, -0.26, -0.40, 0.22, 0.39, 0.31, 0.32, 0.31, 0.18, -0.88, -0.13, -0.55, 0.25, 0.26, 0.31, 0.20, 0.25, 0.29, -0.73, 0.01, -0.51, 0.30, 0.35, 0.02, 0.01, 0.25, 0.31, -0.64, -0.25, -0.52, 0.27, 0.31, 0.01, 0.31, 0.24, 0.30, -0.87, -0.27, -0.52, 0.17, 0.34, 0.32, 0.27, 0.28, 0.30, -1.20, 0.39, -0.54, 0.31, 0.25, 0.38, -0.12, 0.22, 0.31, -0.95, -0.19, -0.43, 0.24, 0.34, 0.27, 0.30, 0.24, 0.27], "charge": 0, "lumo_ha": 0.010, "homo_lumo_gap_ha": 0.34711, "smiles": "O=C1C[C@H](CCCF)CN1.CCO.CCO.CCO.CCO.CCO.CCO.CCO.CCO.CCO.CCO", "homo_ev": -9.1611}